The following is a quantum chemistry calculation of C5H14N2 in the gas phase at a distorted geometry, from the OMol25 dataset.

Each line ends with the Löwdin charge.
Geometry (Å):
1 N 0.62574 1.58504 2.46238  0.01
2 C 0.12605 0.98518 1.18195  -0.44
3 C -1.33965 0.62802 1.30472  -0.08
4 C 0.97659 -0.18281 0.64632  -0.19
5 N 0.89413 -0.37820 -0.78737  -0.09
6 C 0.22251 -1.41673 -1.54433  -0.29
7 C -0.83291 -0.81505 -2.50432  -0.09
8 H 1.22811 0.94659 2.97195  0.06
9 H 1.18138 2.39384 2.22172  0.05
10 H 0.27926 1.88147 0.57554  0.13
11 H -1.69187 0.17016 0.37893  0.06
12 H -1.72599 0.09840 2.17593  0.08
13 H -1.87067 1.57160 1.47865  0.07
14 H 0.45140 -1.09436 0.96628  0.12
15 H 1.98876 0.08514 0.94607  0.11
16 H 1.78176 -0.20377 -1.23049  0.10
17 H 0.90256 -1.94550 -2.22563  0.10
18 H -0.04460 -2.25417 -0.89200  0.11
19 H -1.27802 0.07108 -2.06505  0.05
20 H -1.56705 -1.60904 -2.65400  0.07
21 H -0.30748 -0.51688 -3.40727  0.06

Results
- Gap between HOMO and LUMO: 9.340 eV
- ΔE to the lowest compared entry with this formula, charge and spin: 39.5 kcal per mole
- LUMO level: 1.109 eV
- HOMO energy: -8.23 eV
- Structure (SMILES): CCNC[C@@H](C)N

The following is a quantum chemistry calculation of C5H14N2 as an isolated structure at a distorted geometry, from the OMol25 dataset.

Each line ends with the Löwdin charge.
Geometry (Å):
1 C 0.95944 -3.87779 1.51304  -0.05
2 N -0.90873 -0.77112 -0.03533  0.09
3 C -0.83200 0.42392 -2.62087  -0.10
4 C -0.57961 1.26622 -1.33596  -0.21
5 C -0.28153 0.38134 -0.13109  -0.44
6 C 0.75770 0.83765 0.88132  -0.24
7 N 0.59868 2.16110 1.45102  0.01
8 H -0.06628 -3.53448 1.46312  0.01
9 H 1.17135 -4.50083 0.65626  0.01
10 H 1.68958 -3.09149 1.52038  0.00
11 H 1.06463 -4.53433 2.38013  0.01
12 H -0.07770 -0.35988 -2.63952  0.07
13 H -0.71998 1.09085 -3.46514  0.06
14 H -1.80472 -0.05182 -2.52123  0.07
15 H 0.30014 1.88206 -1.52257  0.10
16 H -1.41570 1.93078 -1.22497  0.11
17 H -1.33140 0.12022 0.57258  0.14
18 H 0.68089 0.13920 1.66189  0.09
19 H 1.76041 0.67708 0.46932  0.12
20 H -0.12822 2.15418 2.16250  0.07
21 H 0.34675 2.87950 0.78314  0.06

Results
- Gap between HOMO and LUMO: 8.697 eV
- ΔE to the lowest compared entry with this formula, charge and spin: 95.2 kcal per mole
- LUMO level: 0.755 eV
- HOMO energy: -7.94 eV

The following is a quantum chemistry calculation of C5H14N2 in the gas phase at a distorted geometry, from the OMol25 dataset.

Each line ends with the Löwdin charge.
Geometry (Å):
1 C -0.55146 -0.16564 -0.45414  -0.20
2 N 0.68418 -0.91888 -0.39402  -0.29
3 C 0.66188 -2.13193 -1.15601  -0.11
4 C 1.95242 -0.58388 0.19675  -0.12
5 C -0.50603 1.17998 0.29525  -0.47
6 C -1.78255 1.95042 0.16599  -0.09
7 N -0.09108 0.99594 1.68952  0.03
8 H -1.33714 -0.75705 0.10829  0.13
9 H -0.83862 -0.03347 -1.50721  0.12
10 H 1.60995 -2.17406 -1.71829  0.08
11 H 0.59833 -3.03620 -0.52280  0.08
12 H -0.14002 -2.19670 -1.88736  0.08
13 H 2.01733 0.35969 0.80617  0.09
14 H 2.78939 -0.48637 -0.53872  0.08
15 H 2.26184 -1.48526 0.74814  0.08
16 H 0.26698 1.67317 -0.31650  0.13
17 H -2.63223 1.47928 0.70726  0.08
18 H -1.82218 3.02415 0.40459  0.08
19 H -2.20119 1.86690 -0.87578  0.09
20 H -0.71916 1.43763 2.34769  0.06
21 H -0.22064 0.00228 1.90120  0.08

Results
- Gap between HOMO and LUMO: 8.644 eV
- ΔE to the lowest compared entry with this formula, charge and spin: 38.5 kcal per mole
- LUMO level: 1.010 eV
- HOMO energy: -7.63 eV
- Structure (SMILES): C[C@@H](N)CN(C)C

The following is a quantum chemistry calculation of C5H14N2 in the gas phase at a distorted geometry, from the OMol25 dataset.

Each line ends with the Löwdin charge.
Geometry (Å):
1 N 2.48213 -0.47592 0.72004  0.02
2 C 1.04841 -0.73671 0.50969  -0.43
3 C 0.33709 -1.15426 1.81301  -0.07
4 C 0.40255 0.53461 -0.05236  -0.19
5 N -0.80962 0.21337 -0.82138  -0.27
6 C -0.68616 0.45272 -2.24414  -0.11
7 C -2.00503 0.85346 -0.27410  -0.10
8 H 2.61652 0.10919 1.52588  0.06
9 H 2.98259 -1.32665 0.95886  0.07
10 H 0.94530 -1.59595 -0.15238  0.13
11 H -0.71307 -1.34463 1.55905  0.07
12 H 0.75964 -2.03505 2.25121  0.06
13 H 0.32640 -0.29473 2.48753  0.07
14 H 0.09400 1.20286 0.75419  0.11
15 H 1.19340 0.99995 -0.64036  0.11
16 H 0.23297 0.02004 -2.61066  0.08
17 H -0.75101 1.52641 -2.50214  0.09
18 H -1.51265 0.00466 -2.76872  0.07
19 H -2.20330 0.45872 0.71147  0.08
20 H -1.92469 1.94879 -0.29459  0.09
21 H -2.81548 0.63913 -0.93009  0.07

Results
- Gap between HOMO and LUMO: 9.437 eV
- ΔE to the lowest compared entry with this formula, charge and spin: 22.7 kcal per mole
- LUMO level: 1.121 eV
- HOMO energy: -8.32 eV
- Structure (SMILES): C[C@H](N)CN(C)C

The following is a quantum chemistry calculation of a 2-piece molecular cluster, C5H14N2 overall at a distorted geometry, from the OMol25 dataset.

Each line ends with the Löwdin charge.
Geometry (Å):
1 C -0.87264 -3.42133 0.60907  -0.03
2 N -0.53680 -1.21174 0.06952  0.09
3 C 0.86545 2.22146 1.12195  -0.12
4 C 0.36970 0.76597 1.12108  -0.24
5 C 0.17560 0.00540 -0.20357  -0.45
6 C -0.52849 0.84953 -1.27963  -0.24
7 N 0.45681 1.46194 -2.18624  0.00
8 H -1.07337 -3.81298 1.60714  0.03
9 H -0.32627 -4.23969 0.12069  0.03
10 H -1.78722 -3.12285 0.12086  0.03
11 H -0.13428 -2.44398 0.61150  0.02
12 H 0.86269 2.56105 2.16616  0.07
13 H 0.12872 2.92731 0.72322  0.06
14 H 1.84927 2.34353 0.68575  0.07
15 H 1.09030 0.17313 1.69971  0.10
16 H -0.55634 0.71573 1.71367  0.11
17 H 1.15644 -0.31859 -0.63542  0.16
18 H -1.27838 0.25426 -1.79879  0.10
19 H -0.98734 1.70264 -0.78008  0.10
20 H 1.12160 0.75291 -2.47614  0.06
21 H 0.00455 1.83630 -3.01045  0.06

Results
- Gap between HOMO and LUMO: 6.980 eV
- ΔE to the lowest compared entry with this formula, charge and spin: 154.0 kcal per mole
- LUMO level: -1.273 eV
- HOMO energy: -8.25 eV

The following is a quantum chemistry calculation of C5H14N2 as an isolated structure at a distorted geometry, from the OMol25 dataset.

Each line ends with the Löwdin charge.
Geometry (Å):
1 C -0.04373 1.56081 1.40986  -0.11
2 N 0.38997 0.85290 0.20966  -0.05
3 C 2.24044 0.73939 0.24200  -0.04
4 C 2.86237 0.29294 -0.83670  -0.04
5 H 0.36160 1.33105 -0.67650  0.11
6 H 2.75723 0.96986 1.17324  0.08
7 H 0.45698 2.52532 1.47882  0.08
8 H 0.21023 0.97274 2.29145  0.09
9 H -1.12725 1.67755 1.36346  0.08
10 H 2.33123 0.03982 -1.75703  0.06
11 H 3.93611 0.11045 -0.87622  0.06
12 C -1.71301 -0.52960 -1.44415  -0.25
13 C -1.48651 -1.76794 0.59377  -0.25
14 N -1.44360 -0.46337 -0.02713  -0.32
15 H 0.15327 -0.33473 0.06233  0.18
16 H -1.23467 -1.67649 1.65414  0.05
17 H -1.80205 0.47881 -1.85966  0.05
18 H -0.92484 -1.07971 -1.99073  0.05
19 H -2.67460 -1.01843 -1.64938  0.06
20 H -2.48494 -2.21736 0.50923  0.05
21 H -0.76423 -2.46400 0.12953  0.05

Results
- Gap between HOMO and LUMO: 6.786 eV
- ΔE to the lowest compared entry with this formula, charge and spin: 151.7 kcal per mole
- LUMO level: 0.734 eV
- HOMO energy: -6.05 eV

The lowest LUMO level belongs to which entry? number 5

Among the records above, which one has the lowest gap between HOMO and LUMO? number 6

What did the second record say?
The following is a quantum chemistry calculation of C5H14N2 as an isolated structure at a distorted geometry, from the OMol25 dataset.

Each line ends with the Löwdin charge.
Geometry (Å):
1 C 0.95944 -3.87779 1.51304  -0.05
2 N -0.90873 -0.77112 -0.03533  0.09
3 C -0.83200 0.42392 -2.62087  -0.10
4 C -0.57961 1.26622 -1.33596  -0.21
5 C -0.28153 0.38134 -0.13109  -0.44
6 C 0.75770 0.83765 0.88132  -0.24
7 N 0.59868 2.16110 1.45102  0.01
8 H -0.06628 -3.53448 1.46312  0.01
9 H 1.17135 -4.50083 0.65626  0.01
10 H 1.68958 -3.09149 1.52038  0.00
11 H 1.06463 -4.53433 2.38013  0.01
12 H -0.07770 -0.35988 -2.63952  0.07
13 H -0.71998 1.09085 -3.46514  0.06
14 H -1.80472 -0.05182 -2.52123  0.07
15 H 0.30014 1.88206 -1.52257  0.10
16 H -1.41570 1.93078 -1.22497  0.11
17 H -1.33140 0.12022 0.57258  0.14
18 H 0.68089 0.13920 1.66189  0.09
19 H 1.76041 0.67708 0.46932  0.12
20 H -0.12822 2.15418 2.16250  0.07
21 H 0.34675 2.87950 0.78314  0.06

Results
- Gap between HOMO and LUMO: 8.697 eV
- ΔE to the lowest compared entry with this formula, charge and spin: 95.2 kcal per mole
- LUMO level: 0.755 eV
- HOMO energy: -7.94 eV

Which value of LUMO level does entry 5 give? -1.273 eV